Entry from the OMol25 dataset: C16H10IIrNO2 as an isolated structure (ωB97M-V/def2-TZVPD).

Structure (XYZ):
```
31
Properties=species:S:1:pos:R:3:forces:R:3
H -2.4978 -1.4062 -0.7940 0.0 0.0 -0.1
I 0.6736 -0.6764 1.9705 0.2 1.0 -2.0
O 2.0003 -4.6922 -0.7715 0.4 0.3 0.1
C 0.6852 3.5847 2.9591 0.0 0.4 -0.3
N -0.7102 -2.4182 -0.8393 1.7 1.0 -0.2
C 0.6772 3.5039 0.5400 0.0 -0.6 0.2
C 0.6805 2.0739 0.5646 0.0 0.0 0.6
H 0.6711 1.5294 -2.8051 0.0 -0.1 -0.1
C -2.1525 -4.7678 -0.7242 0.2 0.0 0.0
C -2.7988 -3.5409 -0.7356 0.3 0.2 0.0
C -0.7678 -4.7972 -0.7392 -0.3 0.3 0.0
C 0.6765 1.3524 -0.6581 0.3 -2.0 -1.1
H 0.7056 1.6794 3.9654 0.0 0.0 0.1
C 0.6929 2.1865 3.0112 0.0 -0.6 -0.3
C -2.0388 -2.3846 -0.7931 -0.5 0.5 0.0
H 0.6888 4.1470 3.8802 0.0 0.0 0.1
H -3.8735 -3.4705 -0.6987 -0.1 0.1 0.0
H 0.6667 3.9639 -2.8318 0.0 0.1 -0.1
C 0.6646 3.4525 -1.8820 0.0 0.3 0.0
C 0.6701 2.0532 -1.8561 0.1 -0.2 0.2
H -0.1978 -5.7131 -0.7052 0.1 0.0 0.0
H 0.7000 5.2372 -0.7202 0.0 0.2 0.0
C 0.6772 4.1592 -0.7066 0.0 -0.2 -0.4
H 0.6740 5.3114 1.7028 0.0 0.0 0.0
H -2.7158 -5.6867 -0.6946 -0.1 -0.1 0.0
O 2.0023 -2.4644 -0.7763 0.4 3.1 -0.4
Ir 0.7969 -0.7174 -0.8782 -1.4 -0.4 3.1
C -0.0885 -3.5927 -0.7897 1.1 -0.8 -0.1
C 0.6778 4.2310 1.7478 0.0 -0.2 0.3
C 0.6873 1.4704 1.8383 -0.1 -0.1 0.4
C 1.4732 -3.6081 -0.7791 -2.3 -2.2 -0.2
```
Positions in Å, forces in eV/Å.

LUMO energy (spin up / spin down) = -5.9 / -6.0 eV
Total charge = +1
HOMO level (spin up / spin down) = -12.126 / -12.143 eV
Maximum force = 3.43 eV/Å
ΔE to the lowest compared entry with this formula, charge and spin = 51.11 kcal/mol
Kohn-Sham gap (spin up / spin down) = 6.210 / 6.127 eV